*P*
Molecular formula: C20H29N3O5S
Method: DFT, ωB97M-V/def2-TZVPD

Structure (ORCA input):
```
! RIJCOSX wB97M-V def2-TZVPD def2/J DEFGRID3
* xyz 0 1
C -3.2586 0.3596 2.3687
C -2.2469 1.4844 2.5513
C -0.9944 0.9764 3.2628
C 0.0503 2.0687 3.5032
N 0.5331 2.6601 2.2730
C 1.6354 2.2201 1.6438
O 2.3970 1.3913 2.0909
C 1.9118 2.8978 0.2948
N 0.7243 3.2161 -0.4742
C 0.5503 4.4980 -0.9046
O 1.2966 5.4024 -0.6033
C -0.6281 4.7018 -1.8454
O -1.7476 3.8854 -1.5833
C -1.4622 2.5859 -1.2950
C -2.4571 1.6366 -1.4877
C -2.2244 0.3121 -1.1607
C -0.9893 -0.0492 -0.6628
S -0.6770 -1.7269 -0.1161
O -0.5041 -1.6933 1.3071
O -1.7210 -2.5633 -0.6408
N 0.8020 -2.0086 -0.8120
C 1.8405 -2.6046 -0.0057
C 1.9551 -4.1265 -0.1165
C 2.5208 -4.5724 -1.4660
C 1.4763 -4.7447 -2.5745
C 0.3367 -3.7212 -2.5709
C 0.7563 -2.2881 -2.2287
C 0.0133 0.8791 -0.4622
C -0.2149 2.2157 -0.7641
H -4.1144 0.7006 1.7905
H -2.7946 -0.4758 1.8492
H -3.6121 0.0069 3.3347
H -1.9800 1.8786 1.5674
H -2.6983 2.2964 3.1290
H -0.5528 0.1702 2.6748
H -1.2769 0.5624 4.2321
H 0.9182 1.6371 4.0058
H -0.3669 2.8670 4.1235
H -0.0647 3.3316 1.8193
H 2.5805 2.2505 -0.2806
H 2.4265 3.8471 0.4787
H -0.9689 5.7365 -1.7724
H -0.2629 4.5265 -2.8710
H -3.4072 1.9647 -1.8764
H -2.9808 -0.4450 -1.2852
H 1.6065 -2.3226 1.0217
H 2.7949 -2.1419 -0.2848
H 0.9788 -4.5783 0.0611
H 2.6262 -4.4581 0.6783
H 3.0375 -5.5267 -1.3430
H 3.2725 -3.8443 -1.7801
H 1.9953 -4.7025 -3.5354
H 1.0289 -5.7376 -2.4945
H -0.4349 -4.0094 -1.8576
H -0.1255 -3.7214 -3.5601
H 0.0214 -1.5898 -2.6403
H 1.7343 -2.0524 -2.6583
H 0.9455 0.5371 -0.0472
*
```

Results
Structure (SMILES): CCCCNC(=O)CN1C(=O)COc2ccc(S(=O)(=O)N3CCCCCC3)cc21
LUMO level in eV: 0.496
Kohn-Sham gap in eV: 9.4

Atomic partial charges in e from the Löwdin method, atoms 1 to 2: number 1, C, carries -0.099; number 2, C, carries -0.255

*Q*
Molecular formula: C20H29N3O5S
Method: DFT, ωB97M-V/def2-TZVPD

Structure (ORCA input):
```
! RIJCOSX wB97M-V def2-TZVPD def2/J DEFGRID3
* xyz 0 1
C 7.3864 3.5876 0.8950
O 6.7143 2.4122 1.3264
C 5.3710 2.5210 1.4359
O 4.7512 3.5192 1.1866
N 4.8738 1.3207 1.8585
C 3.5542 0.9742 2.1362
C 2.5073 1.8924 2.0569
C 1.2183 1.4876 2.3528
C 0.9713 0.1795 2.7235
S -0.7120 -0.3605 3.0206
O -0.6752 -1.5523 3.8138
O -1.4870 0.7572 3.4695
N -1.2820 -0.7821 1.5160
C -0.6655 -1.9346 0.9054
C -1.5587 -2.4653 -0.2111
C -1.8313 -1.3656 -1.2412
C -2.7996 -1.8910 -2.3026
O -3.5162 -2.8466 -2.0640
N -2.8395 -1.2615 -3.5009
C -2.0925 -0.0908 -3.9018
C -3.0411 1.0620 -4.2391
C -3.9999 0.6345 -5.3444
C -4.7439 -0.6241 -4.9083
C -3.7861 -1.7492 -4.5014
C -3.0673 -2.3822 -5.6930
C -2.4532 -0.1665 -0.5143
C -1.5222 0.3043 0.6008
C 2.0005 -0.7398 2.8049
C 3.2918 -0.3441 2.5162
H 7.2113 4.4051 1.5967
H 8.4422 3.3328 0.8607
H 7.0314 3.8882 -0.0925
H 5.5673 0.5983 1.9992
H 2.7132 2.9099 1.7703
H 0.3963 2.1848 2.3218
H 0.3281 -1.6749 0.4991
H -0.5425 -2.6792 1.6921
H -1.0802 -3.3191 -0.6925
H -2.5084 -2.8000 0.2044
H -0.8795 -1.0757 -1.6978
H -1.4984 -0.3379 -4.7895
H -1.4057 0.2162 -3.1168
H -3.6129 1.3317 -3.3485
H -2.4583 1.9312 -4.5483
H -3.4410 0.4445 -6.2624
H -4.7146 1.4328 -5.5517
H -5.3900 -0.9809 -5.7112
H -5.3748 -0.3816 -4.0504
H -4.3597 -2.5354 -3.9998
H -2.3609 -3.1298 -5.3401
H -3.7952 -2.8730 -6.3334
H -2.5308 -1.6482 -6.2879
H -3.4021 -0.4782 -0.0766
H -2.6415 0.6605 -1.1999
H -0.5750 0.6683 0.1650
H -1.9794 1.1082 1.1784
H 1.7751 -1.7478 3.1140
H 4.1044 -1.0526 2.5869
*
```

Results
Structure (SMILES): COC(=O)Nc1ccc(S(=O)(=O)N2CCC(C(=O)N3CCCC[C@H]3C)CC2)cc1
LUMO level in eV: 0.439
Kohn-Sham gap in eV: 9.4

Atomic partial charges in e from the Löwdin method, atoms 1 to 2: number 1, C, carries -0.050; number 2, O, carries -0.036

*Q* is the most stable structure shown above.